No. 1
DFT (wB97M-V/def2-TZVPD) results for the molecule C8H15O5P at a distorted geometry.

Last column: natural (NBO) charge in e.
Geometry (Å):
C 4.783 0.409 -0.722  -0.44
C 3.774 0.479 0.158  -0.27
C 0.306 0.502 0.886  0.57
C -0.182 0.779 2.308  -0.70
C 2.159 -1.047 -1.024  -0.68
C -1.782 -0.394 -2.589  -0.25
C -4.087 -0.480 1.412  -0.26
C 2.541 -0.057 0.015  0.26
O -0.608 0.089 -0.103  -0.83
O -2.540 1.769 0.488  -1.09
O 1.587 0.379 0.822  -0.40
O -2.521 0.461 -1.725  -0.79
O -2.941 -0.788 0.571  -0.82
P -2.215 0.496 -0.136  2.56
H 5.769 0.714 -0.431  0.20
H 4.633 -0.419 -1.449  0.17
H 3.869 1.222 0.980  0.21
H 0.573 0.783 3.063  0.23
H -0.630 1.859 2.324  0.26
H -0.862 -0.173 2.544  0.22
H 1.694 -1.920 -0.675  0.22
H 1.370 -0.648 -1.579  0.22
H 3.066 -1.435 -1.421  0.23
H -1.807 0.119 -3.530  0.19
H -2.035 -1.454 -2.724  0.19
H -0.837 -0.259 -2.174  0.19
H -4.912 -0.916 0.917  0.19
H -4.324 0.657 1.388  0.22
H -3.838 -0.728 2.406  0.19

Results
- orbital gap (spin up / spin down) (eV) = 7.48 / 6.97
- total charge = 0
- highest occupied orbital energy (spin up / spin down) (eV) = -6.80 / -6.50
- calculated total energy (eV) = -28062.4694
- energy above the lowest of the compared OMol25 structures with the same formula, charge and spin (kcal per mole) = 93.6



No. 2
DFT (wB97M-V/def2-TZVPD) results for a structure of composition C11H23HgN3O6 at a distorted geometry.

Last column: natural (NBO) charge in e.
Geometry (Å):
O -1.817 -0.063 -2.826  -0.75
H -2.504 -0.060 -3.511  0.49
Hg 0.260 0.366 -0.474  1.22
N 1.341 -1.460 0.761  -0.48
N 0.692 -1.391 -1.732  -0.43
O 1.186 -1.775 2.119  -0.63
O 0.283 -1.458 -3.034  -0.62
C 1.742 -2.507 0.052  0.10
C 1.464 -2.402 -1.356  0.04
C 2.355 -3.717 0.661  -0.66
C 1.869 -3.361 -2.410  -0.64
H 2.004 -3.810 1.697  0.23
H 3.458 -3.658 0.655  0.20
H 2.070 -4.609 0.083  0.21
H 2.360 -2.859 -3.250  0.22
H 1.016 -3.918 -2.819  0.21
H 2.579 -4.089 -2.014  0.21
H 1.072 -0.907 2.557  0.47
H -0.521 -0.819 -3.072  0.49
O 2.635 1.031 0.641  -1.00
H 2.887 0.129 0.916  0.49
H 3.423 1.385 0.187  0.47
C -2.418 -0.328 -1.509  -0.29
H -2.624 0.637 -1.025  0.18
H -1.766 -0.987 -0.905  0.20
H -3.374 -0.862 -1.596  0.19
O -1.579 -1.830 3.660  -0.96
H -1.070 -2.547 3.229  0.49
H -2.443 -1.860 3.189  0.47
O -0.385 0.723 2.051  -0.77
C -0.366 2.132 2.339  -0.10
C -0.729 2.952 1.121  0.18
C -1.286 4.227 1.227  -0.23
C -1.676 4.930 0.093  -0.20
C -1.480 4.339 -1.153  -0.26
C -0.897 3.083 -1.220  0.03
N -0.527 2.410 -0.096  -0.60
H -0.751 0.210 2.804  0.52
H -1.078 2.384 3.142  0.19
H 0.652 2.400 2.663  0.20
H -1.415 4.619 2.229  0.22
H -2.142 5.908 0.174  0.22
H -1.777 4.828 -2.073  0.23
H -0.725 2.583 -2.176  0.22

Results
- orbital gap (spin up / spin down) (eV) = 2.83 / 3.87
- total charge = 0
- highest occupied orbital energy (spin up / spin down) (eV) = -3.21 / -3.63
- calculated total energy (eV) = -32702.2755
- energy above the lowest of the compared OMol25 structures with the same formula, charge and spin (kcal per mole) = 74.2



The lowest energy above the lowest of the compared OMol25 structures with the same formula, charge and spin belongs to which entry?
C11H23HgN3O6